Entry 1:
107
Properties=species:S:1:pos:R:3:forces:R:3 method="wB97M-V/def2-TZVPD" gap_ev=10.29 de_lowest_kcal_mol=0.00 total_charge=+1 lumo_energy_ev=-2.018
C 2.6622 -3.7403 1.0851 -0.501 0.126 0.146
C 1.7917 -3.0498 0.0636 0.155 -0.045 -0.479
N 2.1527 -2.9986 -1.1497 -0.165 0.086 0.280
C 0.4674 -2.4716 0.5559 0.116 -0.306 1.002
S 0.2538 -0.7738 0.0179 0.105 -0.168 -0.641
C 1.6396 0.1042 0.8013 -0.145 0.470 0.086
C 2.2810 1.0926 -0.2043 -0.142 -0.289 0.446
C 3.8030 1.0333 -0.2471 -0.093 -0.136 -0.261
C 4.3647 -0.3423 -0.5636 0.193 0.457 -0.213
O 5.7479 -0.1688 -0.8337 -0.154 0.204 0.250
C -1.2378 -0.2073 0.8876 0.045 0.168 0.172
C -2.3330 0.2173 -0.0770 -0.186 -0.203 0.008
C -2.8422 -0.8777 -1.0006 -0.372 0.265 -0.016
Br -3.7625 0.8373 1.1072 -0.038 0.040 -0.014
H 3.6283 -3.2451 1.1441 0.145 -0.114 -0.076
H 2.2025 -3.7172 2.0724 0.061 0.022 0.058
H 2.7803 -4.7851 0.8060 0.195 -0.001 -0.133
H 1.4437 -2.5464 -1.7312 0.059 -0.037 -0.101
H 0.4327 -2.4831 1.6465 0.011 0.160 0.025
H -0.3686 -3.0728 0.2063 -0.096 0.221 -0.299
H 2.3266 -0.6342 1.2063 -0.023 -0.160 -0.118
H 1.1946 0.6431 1.6361 0.085 -0.108 0.150
H 1.9795 2.0926 0.0920 -0.045 0.081 -0.177
H 1.8539 0.9188 -1.1912 0.152 0.065 -0.130
H 4.2302 1.4030 0.6852 0.062 0.023 0.040
H 4.1206 1.6965 -1.0515 0.066 0.145 0.096
H 4.2211 -1.0184 0.2840 -0.028 -0.198 -0.059
H 3.8745 -0.7422 -1.4561 -0.190 -0.196 0.108
H 6.1586 -1.0301 -0.8803 0.195 -0.269 -0.088
H -0.9395 0.6308 1.5154 0.083 -0.034 0.029
H -1.5743 -1.0087 1.5431 -0.017 -0.078 -0.020
H -2.0427 1.0930 -0.6504 0.073 0.080 0.074
H -3.8835 -0.6781 -1.2470 0.003 0.011 -0.063
H -2.8093 -1.8598 -0.5351 0.107 -0.073 0.007
H -2.3000 -0.8850 -1.9445 0.239 -0.178 0.087
C -4.9840 1.8013 4.7422 -0.044 -0.107 -0.011
C -4.7474 0.6999 5.7673 -0.141 0.122 -0.104
C -3.4495 0.9121 6.5528 -0.152 -0.124 0.003
C -2.2881 0.8080 5.6669 0.140 -0.001 0.166
N -1.3833 0.6952 4.9691 -0.043 -0.009 -0.150
H -4.1749 1.8176 4.0131 0.038 0.073 -0.066
H -5.9189 1.6333 4.2078 0.007 0.025 -0.015
H -5.0381 2.7835 5.2140 0.002 -0.007 0.022
H -4.7044 -0.2684 5.2653 -0.007 -0.025 0.026
H -5.5845 0.6572 6.4652 0.073 0.000 0.084
H -3.3522 0.1632 7.3399 0.093 -0.009 -0.023
H -3.4475 1.8891 7.0382 0.062 0.035 -0.055
C -3.6841 -6.2996 -2.3014 0.057 0.008 -0.018
C -2.2390 -6.7410 -2.5033 -0.249 0.040 -0.005
C -1.2613 -6.0567 -1.5400 0.003 -0.290 -0.198
C -1.1729 -4.6200 -1.7739 -0.001 0.006 -0.039
N -1.0953 -3.4910 -1.9750 0.035 -0.016 0.079
H -3.8083 -5.2355 -2.5116 0.008 0.006 0.016
H -4.3484 -6.8469 -2.9685 -0.015 0.010 0.000
H -4.0120 -6.4851 -1.2765 -0.006 0.002 0.001
H -1.9332 -6.5464 -3.5321 0.066 -0.010 0.010
H -2.1615 -7.8178 -2.3478 0.073 0.003 0.022
H -0.2606 -6.4751 -1.6503 0.060 0.094 0.041
H -1.5636 -6.2293 -0.5045 -0.016 0.081 0.018
C -1.8169 -1.6882 -5.0121 0.052 0.070 0.007
C -1.1558 -0.4282 -5.5611 -0.074 -0.130 0.141
C -1.7497 0.0187 -6.9003 0.119 0.116 0.147
C -1.5032 -0.9596 -7.9582 -0.080 0.072 -0.078
N -1.3021 -1.7256 -8.7883 0.023 -0.075 0.020
H -1.6602 -2.5382 -5.6776 -0.025 0.009 -0.026
H -1.4019 -1.9500 -4.0393 -0.003 -0.040 -0.003
H -2.8935 -1.5446 -4.8926 -0.005 -0.011 -0.014
H -0.0837 -0.5963 -5.6753 0.011 0.043 -0.043
H -1.2735 0.3899 -4.8466 -0.006 0.042 -0.049
H -1.3178 0.9731 -7.2048 0.006 -0.028 -0.072
H -2.8261 0.1720 -6.8048 -0.022 -0.049 -0.038
C 1.8840 6.1432 1.2646 0.048 -0.039 -0.012
C 2.9615 6.5252 0.2566 -0.012 -0.154 0.222
C 2.5270 6.3097 -1.1958 0.145 0.143 0.053
C 2.3024 4.8984 -1.4994 -0.019 0.015 -0.094
N 2.1393 3.7864 -1.7369 -0.031 0.003 0.024
H 1.6479 5.0778 1.2068 -0.003 0.006 -0.018
H 2.2202 6.3519 2.2807 -0.009 -0.013 0.003
H 0.9685 6.7060 1.0882 -0.024 0.021 -0.023
H 3.8643 5.9435 0.4574 0.038 0.029 -0.067
H 3.2243 7.5745 0.3792 -0.038 0.041 -0.074
H 3.2929 6.6855 -1.8762 -0.012 -0.065 -0.047
H 1.6168 6.8721 -1.3997 -0.064 -0.015 0.010
C 2.8661 11.9733 1.3210 -0.040 -0.001 -0.036
C 1.3775 12.2285 1.1165 0.200 0.040 0.028
C 0.5144 11.0028 1.4359 -0.058 0.236 0.008
C 0.7681 9.8963 0.5160 -0.062 -0.058 0.042
N 0.9627 9.0330 -0.2149 0.023 0.037 -0.024
H 3.2342 11.2026 0.6417 -0.012 -0.018 0.012
H 3.4385 12.8807 1.1333 0.017 -0.005 0.000
H 3.0723 11.6527 2.3439 0.005 -0.002 0.003
H 1.1946 12.5465 0.0890 -0.058 -0.015 -0.001
H 1.0551 13.0455 1.7632 -0.058 -0.024 0.010
H -0.5440 11.2606 1.3758 -0.014 -0.069 -0.039
H 0.7027 10.6624 2.4557 0.031 -0.063 -0.016
C -0.7123 -9.1291 1.8882 0.016 -0.023 -0.049
C 0.3579 -9.9835 1.2189 -0.174 0.058 0.085
C 1.7204 -9.2852 1.1474 -0.031 -0.229 0.010
C 1.6880 -8.1032 0.2884 0.110 0.002 -0.005
N 1.6597 -7.1884 -0.4053 -0.066 0.068 0.092
H -0.9067 -8.2182 1.3179 0.026 0.013 0.010
H -1.6492 -9.6793 1.9644 -0.010 0.013 0.005
H -0.4107 -8.8404 2.8966 -0.004 0.007 0.004
H 0.0357 -10.2597 0.2136 0.056 -0.019 -0.019
H 0.4832 -10.9119 1.7767 0.061 -0.005 -0.011
H 2.4744 -9.9700 0.7567 0.034 0.063 -0.048
H 2.0476 -8.9871 2.1449 -0.003 0.067 -0.007


Entry 2:
118
Properties=species:S:1:pos:R:3:forces:R:3 method="wB97M-V/def2-TZVPD" gap_ev=7.49 total_charge=+1 lumo_energy_ev=-2.961
C 1.3060 1.9799 1.7756 -0.427 -0.030 0.783
C -0.2923 1.6488 1.4074 0.155 1.203 2.239
P -0.5448 1.3898 -0.4397 2.008 0.164 -0.214
C -1.4305 2.8294 -1.3244 -0.475 0.671 -0.821
C -2.0165 4.0027 -0.3416 0.721 0.626 -0.657
C -1.1698 -0.3248 -0.9682 -2.452 1.059 -1.795
C -2.6372 -0.7754 -0.4011 -1.037 -0.595 1.927
C -3.3174 0.3156 0.6683 0.280 -1.473 0.975
C -4.8326 -0.1833 1.1804 1.230 -0.260 1.141
O -5.7812 0.8765 0.8009 -2.122 -3.158 -2.419
C -6.8621 0.2415 0.0269 -4.562 -4.042 2.881
O -7.7211 -0.6884 0.5292 6.273 6.137 -2.986
N -3.5931 -1.0449 -1.5836 -1.640 7.597 -2.027
C -4.0822 0.1249 -2.1018 -0.075 -2.794 0.859
S -4.8846 1.4892 -2.7463 2.749 -4.298 1.984
N -2.6437 -2.0922 0.3853 1.761 1.158 -1.058
C -1.8698 -3.1851 -0.3047 -1.504 -1.315 0.164
N -2.9066 -4.0252 -1.0799 0.216 0.195 1.240
C -0.7822 -2.6773 -1.4186 -3.972 -1.354 -0.318
P 0.3585 -4.0416 -2.1323 0.264 -2.321 -1.621
O -0.2104 -4.4104 -3.7722 -1.555 -0.081 4.398
O -0.0927 -5.4912 -1.2093 1.028 1.697 -0.865
N -0.1039 -1.4457 -0.9014 0.117 0.722 -0.165
C 0.5182 -1.4727 0.4441 0.701 0.283 3.734
C 1.2491 -2.8168 0.9690 1.261 0.030 0.905
C 2.8716 -2.8048 0.5606 -0.042 -0.443 0.652
C 3.3610 -4.1718 -0.1993 1.549 -0.295 -0.155
C 4.2543 -3.8868 -1.5792 0.299 -0.626 0.172
C 5.3655 -2.6937 -1.4067 0.174 0.734 -0.023
C 5.0404 -1.3253 -2.2665 0.247 0.115 -0.348
C 4.7906 -1.5964 -3.8816 1.807 -0.139 0.507
O 3.6790 -0.7246 -4.2942 -0.265 -1.560 -3.566
C 3.2159 -1.0150 -5.6603 -0.864 -4.448 -3.293
C 2.5079 0.2232 -6.5337 0.076 -0.039 1.206
O 3.2593 -2.1997 -6.2810 0.414 7.112 4.605
P 1.2011 -1.0206 -2.1041 1.409 1.574 -5.340
N 0.6555 -1.0713 -3.6460 0.524 0.819 2.559
H 1.6955 1.1190 2.4835 -0.574 1.664 -1.618
H 1.3308 2.9663 2.4417 0.117 -2.111 -1.710
H 1.9816 2.0802 0.8247 -1.296 -0.136 1.948
H -0.8830 2.6120 1.7931 0.973 -2.253 -1.015
H -0.6029 0.7790 2.1238 0.262 1.590 -1.578
H -2.2155 2.3584 -2.0576 1.214 1.087 1.509
H -0.6143 3.3521 -2.0206 -1.716 -1.339 1.583
H -2.6944 4.7033 -1.0151 1.176 -1.576 1.663
H -1.0863 4.6750 -0.0247 -2.045 -1.514 -0.478
H -2.5482 3.6173 0.6278 0.830 0.756 -2.079
H -1.3280 -0.1992 -2.1493 0.420 -0.146 2.461
H -3.3445 1.4090 0.2563 0.028 -2.137 0.844
H -2.6509 0.2039 1.6526 -1.250 0.759 -2.228
H -4.8537 -0.2564 2.3694 0.217 0.274 -2.589
H -5.1138 -1.2514 0.7912 0.486 2.245 0.465
H -7.0637 0.5650 -1.0831 0.855 -0.110 2.299
H -2.3612 -1.9473 1.3794 -0.150 -0.074 -1.311
H -1.4453 -3.9043 0.5189 -0.330 1.659 -1.682
H -2.9115 -4.9763 -0.6503 -0.078 1.056 -0.587
H -3.8728 -3.6096 -0.9208 1.839 -0.587 -0.235
H -1.4393 -2.3502 -2.3615 1.508 -0.543 2.037
H -1.1282 -4.8140 -3.5935 1.558 0.708 -0.782
H 0.7191 -6.0476 -1.0212 -1.210 1.098 -0.577
H 1.3279 -0.5957 0.4900 -1.809 -1.760 -0.127
H -0.3191 -1.1904 1.2425 1.793 -0.571 -1.920
H 0.7242 -3.8360 0.7161 0.975 2.130 0.199
H 1.2572 -2.7622 2.1635 -0.373 0.063 -2.664
H 3.5125 -2.7381 1.5655 -1.599 -0.032 -2.308
H 3.1136 -1.8045 -0.0208 -0.364 -2.242 1.099
H 4.1169 -4.7406 0.5298 -1.739 1.244 -1.514
H 2.5057 -4.9477 -0.4254 1.563 1.782 0.431
H 3.5569 -3.6872 -2.5065 1.265 -0.329 1.849
H 4.8672 -4.8800 -1.8259 -1.548 2.076 0.517
H 5.4940 -2.3499 -0.2796 -0.345 -0.850 -2.276
H 6.4229 -3.0672 -1.7593 -2.132 0.631 0.662
H 5.9792 -0.6293 -2.1840 -1.851 -1.258 -0.033
H 4.1296 -0.7003 -1.8232 1.869 -1.435 -0.920
H 4.6558 -2.7297 -4.1406 -0.220 2.274 0.481
H 5.7478 -1.2319 -4.4891 -1.993 -0.831 1.347
H 2.6033 1.1997 -5.8946 -0.046 -1.706 -1.470
H 3.0036 0.3116 -7.6010 -0.804 -0.272 2.479
H 1.3585 0.0233 -6.7017 2.422 0.025 0.503
H 1.7421 0.3118 -1.8359 -0.542 -1.351 0.720
H 2.3210 -1.9315 -2.0460 -1.225 0.301 1.036
H 0.7899 -0.1128 -4.0443 -0.446 -0.970 0.458
C -6.3460 4.2502 -5.9205 0.238 0.119 1.196
C -6.0493 4.3658 -4.4343 1.603 0.644 8.058
N -5.8033 4.4616 -3.2012 -1.921 -0.822 -9.820
H -6.6638 3.2316 -6.1591 0.060 0.144 0.159
H -7.1431 4.9458 -6.1967 0.133 -0.088 0.171
H -5.4493 4.4883 -6.4993 -0.101 -0.019 0.211
C -4.7688 -0.2566 5.8107 1.209 0.631 -0.643
C -3.5551 0.5032 5.3010 6.595 4.030 -2.834
N -2.5481 1.1335 4.8782 -7.919 -5.010 3.209
H -4.9510 -1.1328 5.1825 0.130 0.145 0.015
H -4.5978 -0.5854 6.8395 0.011 0.173 -0.260
H -5.6507 0.3894 5.7854 0.405 -0.179 -0.071
C -7.2607 2.8951 7.7758 0.251 -1.204 0.012
C -6.9506 1.4072 7.7947 1.570 -8.113 0.266
N -6.6934 0.1729 7.8105 -2.357 10.010 0.161
H -8.2121 3.0712 7.2665 0.150 -0.161 0.076
H -7.3290 3.2747 8.7990 0.038 -0.189 -0.138
H -6.4691 3.4342 7.2482 -0.073 -0.190 0.075
C 4.1179 -0.7346 4.3451 0.153 0.227 -1.192
C 4.3070 -0.4641 2.8614 1.077 1.540 -7.979
N 4.4639 -0.2398 1.6305 -1.266 -1.691 9.756
H 3.1051 -0.4561 4.6487 0.124 0.008 -0.167
H 4.2724 -1.7969 4.5531 0.025 0.154 -0.151
H 4.8371 -0.1499 4.9253 -0.009 -0.044 -0.209
C 6.3218 2.7876 2.9743 0.564 -0.667 0.949
C 6.9953 1.9778 4.0701 3.703 -4.415 5.930
N 7.5539 1.3059 4.9793 -4.538 5.282 -7.230
H 5.9028 2.1170 2.2191 0.063 0.024 0.201
H 5.5164 3.3927 3.3994 0.170 -0.162 -0.028
H 7.0508 3.4491 2.4980 -0.031 -0.139 0.181
C 5.1940 5.5551 -0.5361 -0.590 -0.576 0.913
C 4.4742 4.8383 0.5945 -3.943 -3.903 6.159
N 3.8771 4.2437 1.5326 4.759 4.765 -7.533
H 4.8526 6.5920 -0.5974 -0.009 -0.201 0.112
H 6.2726 5.5454 -0.3567 -0.206 -0.052 0.067
H 4.9866 5.0551 -1.4863 -0.026 0.007 0.229